Below is 2 unconnected molecules or ions with the total composition C36H34O3P at a distorted geometry, with properties calculated with ωB97M-V with the def2-TZVPD basis set.

Each line ends with the Mulliken charge.
Geometry (Å):
C (0.13563, -2.49030, 4.61154)  -0.858
O (-0.49253, -3.08353, 3.44915)  -0.434
C (-0.11278, -2.63634, 2.22270)  0.923
C (-0.87919, -3.04031, 1.10525)  -0.962
C (-0.42427, -2.75840, -0.16535)  0.030
C (0.76825, -2.00266, -0.38580)  0.620
C (1.22565, -1.77862, -1.72624)  -0.561
C (1.71122, -0.53295, -2.22412)  1.098
C (1.81403, -0.38825, -3.63597)  -0.434
C (2.34865, 0.76125, -4.19493)  -0.892
C (2.83475, 1.79830, -3.38146)  -0.217
C (2.67341, 1.70581, -1.99591)  -0.984
C (2.07476, 0.58631, -1.41978)  -0.342
C (1.46618, -1.54589, 0.75619)  -0.582
C (1.02552, -1.83074, 2.03394)  -1.131
H (-0.37792, -2.94976, 5.45452)  0.261
H (1.21324, -2.70278, 4.63560)  0.316
H (-0.01317, -1.40469, 4.61884)  0.383
H (-1.79132, -3.60212, 1.28472)  0.442
H (-1.02214, -3.08243, -1.01825)  0.438
H (0.90510, -2.48710, -2.49985)  0.377
H (1.43928, -1.18978, -4.27814)  0.358
H (2.39528, 0.86202, -5.27706)  0.426
H (3.27683, 2.69828, -3.81627)  0.444
H (3.00970, 2.52015, -1.34847)  0.421
H (1.88153, 0.55100, -0.34978)  0.754
H (2.37631, -0.96451, 0.62803)  0.692
H (1.57727, -1.44498, 2.88898)  0.400
C (5.63101, -0.40138, -4.96979)  -1.029
C (5.08770, -1.80298, -4.84015)  -0.266
O (4.35493, -1.91658, -3.59211)  -0.216
C (3.90412, -3.18923, -3.41196)  -0.062
C (3.28280, -3.44543, -2.11598)  -0.194
P (3.27128, -5.17826, -1.79702)  2.763
C (1.82054, -5.88938, -2.61428)  0.425
C (1.83274, -6.99104, -3.48759)  -1.056
C (0.66231, -7.32899, -4.17383)  -0.784
C (-0.48935, -6.54622, -4.06214)  -0.826
C (-0.48306, -5.42169, -3.23108)  -0.980
C (0.65632, -5.12450, -2.48634)  -0.020
C (4.55614, -6.45292, -2.06677)  0.103
C (4.36998, -7.77621, -1.60989)  -0.297
C (5.33880, -8.75699, -1.85081)  -0.665
C (6.51405, -8.44099, -2.53488)  -0.514
C (6.71500, -7.13074, -2.96401)  -0.656
C (5.75300, -6.14401, -2.73264)  -0.417
C (2.97756, -5.31375, -0.02001)  0.121
C (1.72294, -5.61948, 0.52358)  -0.065
C (1.54820, -5.59665, 1.90446)  -0.719
C (2.61854, -5.31123, 2.74924)  -0.485
C (3.87998, -5.05898, 2.21034)  -0.824
C (4.06762, -5.06762, 0.83139)  -0.553
O (4.02396, -4.06160, -4.29575)  -0.671
H (6.20930, -0.30561, -5.89633)  0.420
H (4.81389, 0.32692, -4.99628)  0.121
H (6.28721, -0.14246, -4.13365)  0.279
H (4.40714, -2.02411, -5.67118)  0.299
H (5.91522, -2.52300, -4.85412)  0.326
H (3.66462, -2.78185, -1.33272)  0.670
H (2.74662, -7.56769, -3.63672)  0.448
H (0.65960, -8.19784, -4.82290)  0.430
H (-1.38653, -6.78993, -4.63794)  0.405
H (-1.34952, -4.77133, -3.16675)  0.453
H (0.68307, -4.26594, -1.81392)  0.069
H (3.45919, -8.05093, -1.07360)  0.408
H (5.17473, -9.77364, -1.51188)  0.412
H (7.26578, -9.21149, -2.73065)  0.395
H (7.62443, -6.86889, -3.49065)  0.415
H (5.91493, -5.12990, -3.09022)  0.210
H (0.90027, -5.91276, -0.12696)  0.367
H (0.57207, -5.81711, 2.31733)  0.449
H (2.46202, -5.29844, 3.83246)  0.474
H (4.72451, -4.86860, 2.86150)  0.451
H (5.06018, -4.91140, 0.40291)  0.398

The LUMO energy is -4.688 eV. The relative energy (zero: lowest compared OMol25 entry of this formula, charge and spin) comes out at 135.8 kJ/mol. The total energy comes out at -53307.6091 eV. The charge is +1. For the HOMO-LUMO gap, the calculation gives 0.225 Eh.